No. 1
77
Properties=species:S:1:pos:R:3 method="wB97M-V/def2-TZVPD" multiplicity=4 total_charge=0 energy_ha=-6627.09793 e_lumo_ev="-0.185 / -0.159"
Er 0.36256 0.16863 0.46661
Br -1.33460 1.46955 2.04823
S -2.00693 -4.08826 -5.88110
S 1.74723 2.26405 -0.46682
P -1.51197 -2.01266 -0.26182
P -0.93550 -0.22638 -2.31473
O 2.53219 -0.31819 0.78579
O 1.32748 -0.26332 2.59607
N -1.71439 -1.74982 -1.92577
C -2.58812 -3.41771 0.11953
C -2.28217 0.06692 -6.15807
C -4.40896 -5.47627 0.54415
C -2.25321 0.02905 -4.77682
C 0.16656 -2.73024 -0.02740
C 0.14536 -0.23294 -4.83959
C -3.08258 -5.76874 0.25734
C 1.75978 -3.62036 1.55748
C -1.10061 -0.04759 -6.88170
C 2.76041 1.60075 2.15833
C 3.22869 1.98851 3.40674
C -3.70959 3.10003 -0.80061
C -2.10562 1.02271 -1.70184
C 0.11173 -0.19171 -6.22757
C -1.63001 2.33220 -1.72263
C -2.43457 3.36793 -1.27011
C -4.19390 1.79687 -0.79402
C -2.98363 -3.33733 -3.35432
C 1.16428 -2.73906 -1.00316
C 2.73500 -3.64893 0.56952
C -4.82670 -4.15591 0.63107
C -3.39595 0.76144 -1.24660
C 3.64081 3.28900 3.63182
C 2.58609 2.53319 1.10976
C -2.17238 -4.74459 0.04677
C 2.28355 0.20980 1.92196
C 3.00701 3.83865 1.37129
C -3.91756 -3.13091 0.42405
C 2.43876 -3.20376 -0.70767
C -0.38701 -4.79513 -5.54244
C -1.62016 -2.89222 -2.85725
C 0.48960 -3.15687 1.26701
C -2.89199 -4.48865 -4.34926
C -1.03764 -0.13454 -4.11211
C 3.53841 4.20690 2.59462
H -4.24327 -2.10021 0.50776
H -5.85542 -3.92113 0.86920
H -0.99941 -2.61619 -3.71178
H 1.03205 -0.26631 -6.79164
H -0.25142 -3.11728 2.05860
H -3.48030 -2.48292 -3.82049
H -5.11549 -6.27888 0.71003
H 1.09007 -0.33663 -4.31843
H 1.99387 -3.93892 2.56428
H -5.18776 1.58826 -0.42086
H -1.12923 -0.01628 -7.96310
H 3.85567 5.23079 2.74915
H 0.11152 -4.32209 -4.69621
H -3.76284 -0.25832 -1.23912
H -3.16687 0.14106 -4.20438
H -2.75425 -6.79820 0.19911
H -2.04830 4.37803 -1.26247
H -0.44990 -5.86864 -5.36507
H -4.32543 3.90675 -0.42565
H -3.60161 -3.64328 -2.50455
H -1.10658 -3.72246 -2.36064
H -2.40759 -5.35652 -3.89370
H -3.22239 0.19024 -6.67914
H -3.89274 -4.81344 -4.63421
H 3.73253 -3.99563 0.80346
H 3.27299 1.24457 4.19227
H 4.02286 3.58681 4.59872
H -1.13865 -4.98214 -0.17176
H 2.89416 4.58746 0.59823
H 0.95545 -2.37387 -2.00225
H -0.62489 2.55813 -2.06240
H 0.22764 -4.63418 -6.42697
H 3.20013 -3.19003 -1.47575

No. 2
100
Properties=species:S:1:pos:R:3 method="wB97M-V/def2-TZVPD" multiplicity=1 total_charge=+1 energy_ha=-5299.75052 e_lumo_ev=-6.199
Sn -1.67465 -0.53978 -1.10045
Cl -6.97312 1.10898 -3.19450
Cl 9.24625 -1.50786 2.69862
S -2.29715 -0.10416 -4.61293
S -0.49232 -1.73512 -3.55356
F -3.87803 -2.15026 -3.96750
F -3.68100 -1.78794 -6.08584
F -4.84026 -0.45283 -4.83633
F 1.26299 -3.57968 -3.25888
F 0.07722 -3.82658 -5.04731
F 1.61997 -2.32029 -4.97107
O -1.94757 0.63816 0.85354
O -0.59121 -3.94583 3.99338
O 4.71626 1.44025 2.17685
O -1.53020 -2.48540 -2.85310
O -4.61426 -3.68756 -0.87986
O -2.45465 0.25147 -3.18116
O -2.88214 -2.35952 -0.30390
O -7.77024 -1.63349 -3.33065
O -6.71323 -3.37369 -2.47316
O -2.46191 0.94559 -5.54802
O -1.78278 0.27165 3.07989
O -1.47092 -1.96193 4.49088
O 0.33752 -0.94616 -2.63445
N -0.99593 -0.97054 -4.82919
N -4.01867 -0.22444 -1.12114
N 0.07755 1.17316 -1.05947
N 1.41868 2.87518 -0.59440
N -0.59307 -1.56456 0.20198
N -4.74771 0.76905 -1.66077
N -0.28651 -3.38008 1.36530
N 2.00597 1.69951 -0.25426
C -0.79933 -2.44817 2.24670
C -0.96003 -2.84314 3.67353
C -4.02128 -2.62212 -0.82364
C 1.10774 2.53497 2.73381
C -3.51892 4.76436 -0.95670
C 4.83400 -1.21539 1.96568
C 7.57668 -1.41387 2.42208
C 3.31902 1.47251 1.90817
C -4.78526 4.51291 -1.44761
C -1.00250 -1.32725 1.51644
C 0.32267 -3.51651 -1.07421
C 7.09128 -1.34774 1.10132
C -4.35035 2.14669 -1.44288
C -1.63745 -0.01876 1.89297
C 0.25569 2.52664 -1.07715
C -3.75538 -1.21867 -4.89890
C 3.31610 1.65160 0.36949
C -5.21053 3.21040 -1.67575
C -6.85823 -2.08328 -2.69787
C 3.36252 -1.13197 1.72830
C -5.81289 -1.15066 -2.12787
C 3.13324 2.66071 4.16002
C 3.03718 3.99708 2.07095
C 0.68538 -2.95130 -4.28365
C 5.74466 -1.25970 0.88482
C -2.66892 3.70314 -0.71031
C 2.67351 0.12649 2.31312
C 2.64069 2.65258 2.70318
C 5.34490 -1.32534 3.28631
C 6.68713 -1.41543 3.51482
C -0.18488 -2.83372 0.14715
C -4.63963 -1.36575 -1.37938
C -3.07759 2.40272 -0.94434
C -5.84110 0.23894 -2.29426
C 1.19720 0.69124 -0.55243
H 7.78634 -1.37207 0.27185
H -2.40940 1.59126 -0.73733
H -5.46310 5.33319 -1.64325
H 7.07510 -1.49727 4.52217
H -1.67556 3.88845 -0.31939
H 2.89396 -1.99275 2.22157
H -0.09552 -4.33257 1.64910
H -3.20274 5.78096 -0.76153
H 1.62519 0.11567 2.00839
H 3.89200 0.82859 -0.05259
H 2.78687 4.80525 2.76168
H 4.65993 -1.34221 4.12809
H 2.50172 4.17593 1.14104
H 1.39162 -3.72553 -0.99830
H 3.16062 -1.21574 0.65766
H -6.21166 3.04942 -2.02369
H 0.77162 1.70050 3.35454
H -0.19702 -4.46429 -1.22406
H 4.85738 1.55263 3.12368
H 1.41385 -0.35759 -0.43793
H 2.55569 3.40146 4.71332
H 4.18415 2.95644 4.24227
H 4.11409 4.04002 1.88480
H -1.64247 -1.08402 4.05433
H 3.83666 2.57175 0.13059
H 2.98430 1.69985 4.66176
H -0.47790 3.22431 -1.44985
H -5.95729 -3.59408 -1.88999
H 5.37453 -1.22721 -0.13428
H 0.66464 2.42647 1.74226
H 2.70355 0.05857 3.40218
H 0.13279 -2.88168 -1.92979
H 0.69585 3.44681 3.17022

No. 3
78
Properties=species:S:1:pos:R:3 method="wB97M-V/def2-TZVPD" multiplicity=8 total_charge=0 energy_ha=-3089.11201 e_lumo_ev="-0.798 / -0.787"
Eu 0.64058 -0.13145 -1.42170
Cl 0.86876 5.33743 1.46425
F 0.95046 -2.55160 -1.75817
O 3.97594 4.97205 1.74012
O 2.83446 -0.03590 -0.94970
O 4.51186 1.49482 -0.83940
O 5.01307 3.24955 0.87535
N 1.04421 2.20161 -0.77249
N -0.11737 -1.57595 0.69797
N 0.46054 3.46513 -0.36272
C -2.36433 -3.38936 2.95628
C -0.33090 0.41269 2.98841
C -1.04877 -1.74343 1.70258
C -2.57168 -2.66065 -0.78451
C -3.45505 4.63242 -1.58893
C 2.33669 2.28306 -0.42409
C 3.30396 1.18326 -0.77592
C 3.89528 3.97410 0.99219
C -1.14768 5.28005 -0.97392
C 0.87744 -2.57844 0.64453
C -1.97347 -4.87603 0.30126
C -0.14210 -0.76614 -4.05691
C 1.24051 -0.42105 -4.02237
C -0.90531 1.25038 1.85579
C -3.04161 3.29993 -1.57895
C -2.48352 5.58575 -1.27178
C -0.74888 1.59157 -4.04899
C 2.93568 -4.52632 0.62533
C -2.02696 -2.80997 1.73038
C -0.99452 -1.78894 4.10996
C 1.62630 0.93143 -3.94833
C -0.80849 3.90561 -0.86257
C 1.20021 0.56533 2.98631
C -1.78332 2.94500 -1.17984
C 1.40873 -3.07789 -0.52666
C 2.41179 -4.04942 1.84747
C -2.57855 -3.52009 0.47238
C -0.85392 -1.04183 2.96823
C 2.35632 -4.03876 -0.56969
C 1.47805 -3.02771 1.84369
C 0.61367 1.92824 -3.91954
C 2.65148 3.53569 0.33462
C -1.84093 -2.89560 4.16473
C -1.12715 0.21205 -4.01610
C 1.36429 4.15192 0.42014
H -0.93544 2.32507 2.08383
H -2.97980 -4.27656 2.97704
H -3.03023 -1.71624 -0.50536
H 2.65869 1.18782 -3.87860
H -0.64280 0.87920 3.92834
H -1.94364 0.99057 1.65936
H -0.59435 -1.36144 5.04057
H 0.86880 2.97390 -3.77865
H -1.44854 2.44079 -4.06518
H -0.95506 -4.72183 -0.14613
H 1.95108 -1.21742 -4.13482
H 1.15944 -2.57731 2.75401
H -2.79520 6.62928 -1.12409
H -2.49393 -5.59390 -0.42146
H -2.06069 -3.41242 5.09236
H 4.96761 2.53740 0.23454
H -1.57000 -2.48623 -1.19551
H -1.89741 -5.46125 1.19482
H -3.18957 -3.00652 -1.59322
H -0.38473 1.18484 0.91706
H 1.83744 -0.11217 2.39020
H -0.43532 6.08435 -0.80314
H 3.75293 -5.24701 0.53877
H -4.47947 4.91713 -1.80092
H -3.73167 2.51872 -1.91023
H -2.17332 -0.09079 -4.01767
H 1.44219 1.57148 2.55037
H -0.40694 -1.80203 -4.01309
H 1.67269 0.52670 3.97957
H -3.63693 -3.61763 0.74263
H 2.66309 -4.40442 2.87523
H 2.65346 -4.43137 -1.53274
H -1.49810 1.88674 -1.10662

ΔE to the lowest compared entry with this formula, charge and spin
In order: 0.0, 48.5, 64.2
Unit: kcal per mole